Entry 1:
Formula: C24H35BBr57O3PS
Source: the Open Molecules 2025 dataset
Level of theory: ωB97M-V/def2-TZVPD

Results
- HOMO-LUMO gap (eV) = 7.7
- E_HOMO (eV) = -7.94
- strongest force on any atom (eV/A) = 1.46
- E_LUMO (eV) = -0.28
- M (g mol⁻¹) = 4999.92
- electronic energy (eV) = -4044816.3011

Geometry as ORCA input:
```
! wB97M-V def2-TZVPD RIJCOSX def2/J DEFGRID3
* xyz 0 1
C -1.4761 -3.4693 4.3634
C -1.1015 -2.0403 3.9932
P -0.4280 -1.7961 2.3134
S -2.5705 -2.0271 1.5494
C 1.3446 -1.4042 2.9321
C 2.0646 -2.3838 3.8379
O 2.4337 -3.6082 3.1948
C 0.1442 -3.0859 1.1301
B -0.4362 -4.5438 1.3039
O -1.3608 -4.9844 0.4140
O -0.0224 -5.3992 2.3035
H -0.6206 -4.0671 4.6579
H -2.0347 -3.9576 3.5731
H -2.1463 -3.4286 5.2208
H -0.4256 -1.6295 4.7364
H -1.9994 -1.4323 4.0485
H -0.4901 -0.4852 1.8459
H -2.4333 -2.4811 0.3074
H 1.2870 -0.4481 3.4569
H 1.9777 -1.2275 2.0603
H 2.9760 -1.9056 4.2034
H 1.4919 -2.6508 4.7219
H 3.2151 -3.4395 2.6552
H -0.1669 -2.7541 0.1428
H 1.2269 -3.1017 1.1142
H -1.4441 -5.9449 0.5054
H 0.9163 -5.6188 2.2414
C 0.0816 1.6861 -0.9928
Br 0.0232 -0.2283 -0.9183
Br -1.2214 2.3996 -2.2061
Br -0.0921 2.4499 0.7714
H 1.0566 1.9682 -1.3631
C 1.7580 -2.8163 -4.0436
Br 1.7462 -3.5011 -5.8449
Br 1.8837 -0.9019 -4.0615
Br 0.2514 -3.4519 -3.0199
H 2.6478 -3.1933 -3.5625
C -3.9212 1.3041 5.4678
Br -2.8952 0.0025 6.4402
Br -4.1176 2.9341 6.4698
Br -3.1975 1.6142 3.7148
H -4.9056 0.8818 5.3326
C -6.7952 -1.6564 3.2226
Br -5.6513 -2.9519 4.0595
Br -7.0415 -0.0970 4.3274
Br -6.1563 -1.1630 1.4808
H -7.7689 -2.1057 3.0982
C 2.3179 -6.4914 -8.9334
Br 2.2715 -7.1859 -10.7245
Br 2.4594 -4.5725 -8.9261
Br 0.8114 -7.0851 -7.8988
H 3.2071 -6.8794 -8.4601
C -4.3542 2.2635 -4.8104
Br -5.7001 2.6527 -6.1245
Br -3.2707 0.7597 -5.3176
Br -3.2788 3.8115 -4.4171
H -4.8650 1.9948 -3.8974
C -5.6046 -3.8749 -1.4096
Br -3.7386 -3.5557 -1.6959
Br -6.5300 -4.2127 -3.0642
Br -5.9099 -5.2534 -0.1082
H -6.0083 -2.9653 -0.9878
C -7.0653 -0.1002 -2.2545
Br -5.7724 -0.6283 -3.5701
Br -6.4432 1.3647 -1.1798
Br -8.7802 0.2676 -3.0390
H -7.1949 -0.9443 -1.5914
C -5.6059 -8.8062 2.4121
Br -6.1525 -9.9989 1.0080
Br -3.9591 -7.9118 1.9833
Br -6.9968 -7.5539 2.8580
H -5.4223 -9.4050 3.2912
C 2.0264 5.3503 -0.5589
Br 0.7863 5.9017 -1.9186
Br 3.1474 3.9035 -1.1694
Br 3.0733 6.8188 0.0971
H 1.4486 4.9725 0.2721
C 0.7222 1.7955 8.0713
Br 0.5847 1.3245 6.2133
Br -0.7556 2.9024 8.6005
Br 0.8510 0.2293 9.1833
H 1.6300 2.3643 8.2044
C 2.7600 1.7968 -7.5782
Br 2.6937 -0.1134 -7.3827
Br 1.4347 2.4353 -8.8145
Br 2.6147 2.6743 -5.8650
H 3.7240 2.0455 -7.9983
C 5.6131 -0.0435 -10.8271
Br 6.3208 -1.6929 -10.1473
Br 3.7936 -0.2260 -11.4098
Br 5.8288 1.3765 -9.5427
H 6.1988 0.2296 -11.6918
C 7.0047 5.1784 -11.0557
Br 8.1063 5.3084 -9.4929
Br 5.1551 4.9318 -10.5747
Br 7.2444 6.6750 -12.2360
H 7.3121 4.2921 -11.5905
C 5.8943 5.5898 -4.9039
Br 7.3242 4.4711 -4.2677
Br 6.1807 7.4328 -4.4422
Br 5.6372 5.3944 -6.7951
H 4.9900 5.2630 -4.4124
C -3.3316 -0.7081 10.0732
Br -2.7083 -2.2499 11.0379
Br -5.0856 -0.9909 9.3382
Br -3.2520 0.8823 11.1500
H -2.6585 -0.5562 9.2413
C 10.0690 -1.0309 -7.7153
Br 10.1321 -1.9639 -9.3952
Br 10.0834 0.8748 -7.9711
Br 8.5580 -1.5859 -6.6626
H 10.9605 -1.2919 -7.1657
C -1.5926 5.4311 11.7633
Br -0.0922 4.3420 12.2681
Br -1.1140 6.7075 10.4052
Br -3.1037 4.3715 11.2219
H -1.8908 5.9886 12.6382
C 0.2904 10.6119 9.8879
Br -1.1672 11.7462 9.3561
Br 1.7706 10.7398 8.6680
Br 0.8331 10.9579 11.6984
H -0.0668 9.5936 9.8532
*
```

Atom charges from the Löwdin analysis, given in e for atoms 1 to 99: atom 1 (C): -0.135, atom 2 (C): -0.430, atom 3 (P): 0.621, atom 4 (S): 0.397, atom 5 (C): -0.309, atom 6 (C): -0.294, atom 7 (O): -0.082, atom 8 (C): -0.235, atom 9 (B): -0.795, atom 10 (O): 0.123, atom 11 (O): 0.138, atom 12 (H): 0.073, atom 13 (H): 0.045, atom 14 (H): 0.068, atom 15 (H): 0.057, atom 16 (H): -0.002, atom 17 (H): -0.052, atom 18 (H): -0.293, atom 19 (H): 0.060, atom 20 (H): 0.078, atom 21 (H): 0.112, atom 22 (H): 0.103, atom 23 (H): 0.091, atom 24 (H): -0.006, atom 25 (H): 0.066, atom 26 (H): 0.108, atom 27 (H): 0.108, atom 28 (C): -1.598, atom 29 (Br): 0.628, atom 30 (Br): 0.550, atom 31 (Br): 0.597, atom 32 (H): -0.088, atom 33 (C): -1.602, atom 34 (Br): 0.533, atom 35 (Br): 0.538, atom 36 (Br): 0.594, atom 37 (H): -0.027, atom 38 (C): -1.614, atom 39 (Br): 0.593, atom 40 (Br): 0.581, atom 41 (Br): 0.587, atom 42 (H): -0.140, atom 43 (C): -1.596, atom 44 (Br): 0.592, atom 45 (Br): 0.644, atom 46 (Br): 0.578, atom 47 (H): -0.027, atom 48 (C): -1.642, atom 49 (Br): 0.580, atom 50 (Br): 0.535, atom 51 (Br): 0.576, atom 52 (H): -0.028, atom 53 (C): -1.660, atom 54 (Br): 0.587, atom 55 (Br): 0.546, atom 56 (Br): 0.551, atom 57 (H): -0.099, atom 58 (C): -1.641, atom 59 (Br): 0.627, atom 60 (Br): 0.574, atom 61 (Br): 0.569, atom 62 (H): -0.089, atom 63 (C): -1.625, atom 64 (Br): 0.581, atom 65 (Br): 0.587, atom 66 (Br): 0.600, atom 67 (H): -0.066, atom 68 (C): -1.646, atom 69 (Br): 0.577, atom 70 (Br): 0.564, atom 71 (Br): 0.557, atom 72 (H): -0.032, atom 73 (C): -1.649, atom 74 (Br): 0.578, atom 75 (Br): 0.584, atom 76 (Br): 0.590, atom 77 (H): -0.074, atom 78 (C): -1.614, atom 79 (Br): 0.562, atom 80 (Br): 0.534, atom 81 (Br): 0.580, atom 82 (H): -0.026, atom 83 (C): -1.638, atom 84 (Br): 0.528, atom 85 (Br): 0.581, atom 86 (Br): 0.552, atom 87 (H): -0.115, atom 88 (C): -1.611, atom 89 (Br): 0.564, atom 90 (Br): 0.587, atom 91 (Br): 0.591, atom 92 (H): -0.028, atom 93 (C): -1.643, atom 94 (Br): 0.555, atom 95 (Br): 0.536, atom 96 (Br): 0.588, atom 97 (H): -0.032, atom 98 (C): -1.646, atom 99 (Br): 0.568

***

Entry 2:
Formula: C24H35Cl3N3O11P2V
Source: the Open Molecules 2025 dataset
Level of theory: ωB97M-V/def2-TZVPD

Results
- HOMO-LUMO gap (alpha / beta) (eV) = 6.8 / 7.3
- E_HOMO (alpha / beta) (eV) = -4.42 / -4.98
- strongest force on any atom (eV/A) = 0.65
- E_LUMO (alpha / beta) (eV) = 2.35 / 2.35
- M (g mol⁻¹) = 760.81
- energy above the lowest of the compared OMol25 structures with the same formula, charge and spin (eV) = 1.660
- electronic energy (eV) = -134293.0216

Geometry as ORCA input:
```
! wB97M-V def2-TZVPD RIJCOSX def2/J DEFGRID3
* xyz -1 4
V 0.4271 0.3687 -0.3308
C 0.5556 3.2264 0.4247
N -0.4497 2.1809 0.6834
C -0.5735 1.9695 2.1308
C -1.7435 2.6563 0.1426
C -2.8378 1.5861 0.1332
N -3.3182 1.3177 -1.2125
C -4.0607 0.0812 -1.2756
C -4.0762 2.4213 -1.7593
H 0.2494 4.1764 0.8855
H 0.6586 3.3609 -0.6515
H 1.5103 2.9109 0.8424
H -0.8930 2.9003 2.6191
H 0.3816 1.6438 2.5358
H -1.3089 1.1907 2.3302
H -1.5570 2.9776 -0.8796
H -2.0503 3.5325 0.7334
H -3.6771 1.8835 0.7914
H -2.4367 0.6534 0.5305
H -4.9765 0.0974 -0.6552
H -3.4288 -0.7410 -0.9339
H -4.3580 -0.1148 -2.3084
H -5.0072 2.6110 -1.1921
H -4.3401 2.2075 -2.7971
H -3.4783 3.3336 -1.7533
N 3.4275 -2.5078 -0.4035
C 3.7105 -1.0175 -0.2935
C 5.2309 -0.8573 -0.2456
P 2.9716 -0.5991 1.3949
O 4.1558 0.1796 2.1678
O 2.8159 -1.9461 2.0250
O 1.8276 0.3701 1.2895
P 3.0588 -0.1582 -1.8607
O 2.1560 -1.3454 -2.5148
O 4.2184 0.0579 -2.7430
O 2.1541 0.9636 -1.4205
H 3.1612 -2.7901 0.5726
H 4.2433 -3.0089 -0.7445
H 2.6350 -2.6648 -1.0329
H 5.6536 -1.3673 0.6233
H 5.4932 0.1956 -0.1785
H 5.6667 -1.2300 -1.1735
H 4.0351 1.1301 2.0699
H 1.2607 -1.4153 -2.1419
Cl -3.8078 1.1727 -7.3448
C -2.9008 1.6264 -5.9184
C -2.7720 2.9973 -5.6036
C -2.0682 3.3782 -4.5070
Cl -1.9418 5.0669 -4.1172
C -1.4030 2.4428 -3.5999
O -0.7383 2.8329 -2.6338
C -1.6169 1.0522 -3.9552
C -1.1680 -0.0201 -3.1404
O -0.6571 0.0275 -2.0194
C -2.3366 0.6863 -5.1161
H -3.2363 3.7412 -6.2371
H -1.3474 -1.0228 -3.5725
H -2.4496 -0.3667 -5.3496
C 2.3039 -4.3052 3.8367
C 1.4022 -3.1524 4.1624
C 1.5843 -2.3832 5.2975
C 0.7753 -1.2823 5.5403
Cl 1.0393 -0.3280 6.9800
C -0.2104 -0.9191 4.6489
C -0.4104 -1.6849 3.5055
C 0.3705 -2.8076 3.2813
O 0.2314 -3.6313 2.2079
C -0.7443 -3.2894 1.2452
C -0.2945 -2.0554 0.4790
O 0.6055 -2.1889 -0.3883
O -0.7985 -0.9462 0.7896
H 3.0934 -4.3959 4.5820
H 2.7586 -4.1441 2.8579
H 1.7471 -5.2431 3.7970
H 2.3782 -2.6288 5.9911
H -0.8116 -0.0386 4.8280
H -1.1409 -1.3636 2.7757
H -1.7182 -3.1075 1.7048
H -0.8045 -4.1400 0.5687
*
```

And the Löwdin charges, in e, turn out to be: atom 1 (V): 0.846, atom 2 (C): -0.077, atom 3 (N): -0.309, atom 4 (C): -0.084, atom 5 (C): -0.171, atom 6 (C): -0.181, atom 7 (N): -0.266, atom 8 (C): -0.103, atom 9 (C): -0.091, atom 10 (H): 0.092, atom 11 (H): 0.085, atom 12 (H): 0.080, atom 13 (H): 0.094, atom 14 (H): 0.075, atom 15 (H): 0.079, atom 16 (H): 0.081, atom 17 (H): 0.122, atom 18 (H): 0.121, atom 19 (H): 0.090, atom 20 (H): 0.083, atom 21 (H): 0.080, atom 22 (H): 0.084, atom 23 (H): 0.087, atom 24 (H): 0.087, atom 25 (H): 0.080, atom 26 (N): 0.147, atom 27 (C): -0.437, atom 28 (C): -0.110, atom 29 (P): 0.406, atom 30 (O): -0.129, atom 31 (O): -0.271, atom 32 (O): -0.344, atom 33 (P): 0.332, atom 34 (O): -0.171, atom 35 (O): -0.294, atom 36 (O): -0.345, atom 37 (H): 0.105, atom 38 (H): 0.154, atom 39 (H): 0.106, atom 40 (H): 0.083, atom 41 (H): 0.087, atom 42 (H): 0.076, atom 43 (H): 0.079, atom 44 (H): 0.027, atom 45 (Cl): 0.599, atom 46 (C): -0.687, atom 47 (C): -0.148, atom 48 (C): -0.589, atom 49 (Cl): 0.666, atom 50 (C): -0.424, atom 51 (O): -0.030, atom 52 (C): -0.126, atom 53 (C): -0.180, atom 54 (O): -0.091, atom 55 (C): -0.090, atom 56 (H): 0.098, atom 57 (H): 0.133, atom 58 (H): 0.108, atom 59 (C): -0.037, atom 60 (C): -0.214, atom 61 (C): -0.071, atom 62 (C): -0.668, atom 63 (Cl): 0.618, atom 64 (C): -0.102, atom 65 (C): 0.000, atom 66 (C): -0.243, atom 67 (O): -0.019, atom 68 (C): -0.081, atom 69 (C): -0.581, atom 70 (O): -0.027, atom 71 (O): -0.092, atom 72 (H): 0.077, atom 73 (H): 0.064, atom 74 (H): 0.082, atom 75 (H): 0.107, atom 76 (H): 0.101, atom 77 (H): 0.096, atom 78 (H): 0.132, atom 79 (H): 0.135

***

Entry 3:
Formula: C24H35ClN13O3
Source: the Open Molecules 2025 dataset
Level of theory: ωB97M-V/def2-TZVPD

Results
- HOMO-LUMO gap (eV) = 8.4
- E_HOMO (eV) = -12.58
- strongest force on any atom (eV/A) = 5.84
- E_LUMO (eV) = -4.20
- M (g mol⁻¹) = 589.09
- electronic energy (eV) = -63476.6200

Geometry as ORCA input:
```
! wB97M-V def2-TZVPD RIJCOSX def2/J DEFGRID3
* xyz 1 1
N 2.4240 0.0241 0.3521
C 1.6686 0.2508 -0.4904
O 0.5471 0.6678 -1.1333
N -0.3161 -0.3719 -1.3411
C -1.1647 -0.6567 -0.3857
N -1.2461 0.0103 0.8297
C -1.6215 -1.0559 1.8424
C -2.0251 -2.2680 0.9392
Cl -3.2525 -3.3972 1.5081
N -2.1351 -1.6836 -0.4257
C -3.4759 -1.3158 -0.9088
C -4.2154 -0.2796 -0.0138
O -4.8694 -0.5651 0.9493
O -4.0751 1.0711 -0.3209
H -0.3607 -0.9252 -2.1983
H -0.3236 0.2901 1.1832
H -0.7587 -1.2163 2.5100
H -2.5655 -0.8305 2.3846
H -1.0763 -2.8502 0.8865
H -4.1013 -2.2215 -1.0420
H -3.3833 -0.8554 -1.9180
H -3.8704 1.5499 0.4999
C -2.6742 -7.4360 1.7886
C -1.9596 -6.2998 2.5084
N -1.4191 -5.4405 3.0527
H -1.9371 -8.0396 1.2828
H -3.2052 -8.0281 2.5214
H -3.3647 -7.0088 1.0799
C 4.8711 2.5368 1.1666
C 6.2456 2.7706 1.6331
N 7.3192 2.9659 1.9972
H 4.1738 3.1193 1.7689
H 4.7762 2.8364 0.1280
H 4.6229 1.4799 1.2554
C -4.8608 -10.8728 -0.4861
C -4.1655 -9.7635 0.1888
N -3.6200 -8.8945 0.7176
H -4.1377 -11.5021 -1.0029
H -5.3965 -11.4737 0.2473
H -5.5714 -10.4774 -1.2104
C 6.4594 6.6094 2.1653
C 5.0632 6.1576 2.2947
N 3.9738 5.8001 2.3946
H 7.1309 5.8477 2.5584
H 6.6925 6.7853 1.1256
H 6.6008 7.5345 2.7239
C 7.0770 2.6782 -2.2712
C 5.6817 2.2265 -2.1377
N 4.5916 1.8762 -2.0333
H 7.7503 1.9183 -1.8774
H 7.3096 2.8525 -3.3206
H 7.2206 3.6043 -1.7150
C -2.1255 -3.6147 6.5025
C -1.7983 -2.2921 5.9448
N -1.5428 -1.2607 5.5058
H -1.5780 -4.3873 5.9635
H -1.8509 -3.6497 7.5557
H -3.1938 -3.8020 6.4061
C -5.5944 2.7099 -2.4890
C -6.2098 2.2098 -3.7299
N -6.6888 1.8194 -4.6988
H -4.5177 2.8021 -2.6211
H -6.0070 3.6862 -2.2381
H -5.7944 2.0196 -1.6740
C 10.8189 6.2942 1.3300
C 9.4997 6.5930 0.7485
N 8.4687 6.8263 0.2969
H 10.8237 6.5523 2.3879
H 11.0382 5.2332 1.2213
H 11.5873 6.8719 0.8186
C -6.8569 2.5040 -8.0487
C -6.4844 3.8024 -8.6368
N -6.1939 4.8160 -9.0943
H -6.3181 1.7019 -8.5513
H -6.6066 2.4912 -6.9888
H -7.9271 2.3388 -8.1624
*
```

And the Löwdin charges, in e, turn out to be: atom 1 (N): 0.238, atom 2 (C): -0.223, atom 3 (O): 0.072, atom 4 (N): 0.157, atom 5 (C): -0.235, atom 6 (N): 0.165, atom 7 (C): -0.095, atom 8 (C): -0.636, atom 9 (Cl): 0.753, atom 10 (N): -0.037, atom 11 (C): -0.053, atom 12 (C): -0.451, atom 13 (O): 0.132, atom 14 (O): 0.050, atom 15 (H): 0.215, atom 16 (H): 0.142, atom 17 (H): 0.135, atom 18 (H): 0.118, atom 19 (H): 0.121, atom 20 (H): 0.138, atom 21 (H): 0.143, atom 22 (H): 0.133, atom 23 (C): -0.189, atom 24 (C): -0.263, atom 25 (N): 0.081, atom 26 (H): 0.075, atom 27 (H): 0.081, atom 28 (H): 0.061, atom 29 (C): -0.084, atom 30 (C): -0.274, atom 31 (N): 0.125, atom 32 (H): 0.062, atom 33 (H): 0.030, atom 34 (H): 0.059, atom 35 (C): -0.041, atom 36 (C): -0.134, atom 37 (N): 0.085, atom 38 (H): 0.087, atom 39 (H): 0.088, atom 40 (H): 0.086, atom 41 (C): -0.100, atom 42 (C): -0.269, atom 43 (N): 0.113, atom 44 (H): 0.062, atom 45 (H): 0.016, atom 46 (H): 0.086, atom 47 (C): -0.048, atom 48 (C): -0.267, atom 49 (N): 0.125, atom 50 (H): 0.087, atom 51 (H): 0.085, atom 52 (H): 0.083, atom 53 (C): -0.063, atom 54 (C): -0.269, atom 55 (N): 0.114, atom 56 (H): 0.068, atom 57 (H): 0.084, atom 58 (H): 0.082, atom 59 (C): -0.067, atom 60 (C): -0.248, atom 61 (N): 0.140, atom 62 (H): 0.079, atom 63 (H): 0.089, atom 64 (H): 0.059, atom 65 (C): -0.051, atom 66 (C): -0.229, atom 67 (N): 0.132, atom 68 (H): 0.084, atom 69 (H): 0.084, atom 70 (H): 0.084, atom 71 (C): -0.079, atom 72 (C): -0.282, atom 73 (N): 0.116, atom 74 (H): 0.078, atom 75 (H): 0.024, atom 76 (H): 0.081